The following is a quantum chemistry calculation of a cluster of 9 separate species, C13H44N2O9 in total at a distorted geometry, from the Open Molecules 2025 dataset.

Element x y z (Å)
N (-1.12, 2.58, 1.72)
C (-0.44, 3.49, 1.11)
N (0.65, 3.80, 1.74)
O (-0.78, 3.99, -0.14)
H (-2.04, 2.42, 1.28)
H (-0.99, 2.45, 2.73)
H (1.27, 4.43, 1.29)
H (0.94, 3.35, 2.64)
C (2.28, 0.12, 3.31)
C (1.69, -0.83, 4.26)
O (2.66, -1.19, 5.27)
H (1.51, 0.69, 2.65)
H (3.02, -0.26, 2.67)
H (2.80, 0.90, 3.84)
H (1.46, -1.69, 3.64)
H (0.82, -0.48, 4.75)
H (2.23, -1.79, 5.89)
C (2.13, -3.14, -5.68)
C (1.39, -1.87, -5.13)
O (1.79, -1.81, -3.79)
H (3.19, -3.03, -5.92)
H (1.70, -3.55, -6.65)
H (1.97, -3.92, -5.01)
H (0.26, -1.82, -5.07)
H (1.60, -0.86, -5.59)
H (1.32, -1.22, -3.21)
C (-1.90, 0.51, 3.93)
C (-3.28, 1.17, 4.27)
O (-3.35, 2.44, 3.77)
H (-1.11, 1.23, 4.24)
H (-1.78, 0.35, 2.83)
H (-1.83, -0.41, 4.45)
H (-3.48, 1.27, 5.33)
H (-4.13, 0.57, 3.81)
H (-4.23, 2.81, 3.98)
C (-0.67, 2.68, -3.71)
C (-1.64, 1.73, -4.37)
O (-0.90, 0.69, -4.97)
H (0.12, 2.92, -4.38)
H (-0.18, 2.37, -2.73)
H (-1.27, 3.59, -3.50)
H (-2.14, 2.17, -5.24)
H (-2.30, 1.38, -3.66)
H (-0.57, 0.12, -4.27)
C (-0.92, -1.49, -2.33)
O (-0.22, -0.28, -2.52)
H (-0.34, -2.23, -1.74)
H (-1.15, -1.82, -3.35)
H (-1.79, -1.25, -1.80)
H (-0.20, 0.16, -1.66)
C (-1.12, -2.32, 1.79)
O (-2.49, -2.07, 2.02)
H (-0.58, -1.44, 1.45)
H (-0.97, -3.09, 0.95)
H (-0.62, -2.49, 2.76)
H (-2.84, -1.41, 1.39)
C (1.83, -2.41, 0.20)
O (1.29, -3.67, -0.01)
H (2.11, -2.01, 1.18)
H (1.17, -1.63, -0.15)
H (2.71, -2.38, -0.45)
H (0.85, -3.93, 0.81)
C (1.45, 1.27, -0.35)
O (0.24, 0.74, 0.14)
H (1.24, 2.13, -0.98)
H (1.88, 0.51, -0.95)
H (2.12, 1.45, 0.50)
H (-0.29, 1.32, 0.71)

Results
SMILES: NC(N)=O.CCO.CCO.CCO.CCO.CO.CO.CO.CO
E_LUMO, Eh: 0.0019
E, a.u.: -1308.193401
E_HOMO, Eh: -0.33628

Partial atomic charges computed with the Löwdin method, in multiples of e: N 0.13; C -0.64; N 0.18; O -0.10; H 0.16; H 0.10; H 0.12; H 0.15; C -0.10; C -0.32; O -0.07; H 0.09; H 0.06; H 0.07; H 0.09; H 0.09; H 0.09; C -0.07; C -0.30; O -0.11; H 0.07; H 0.08; H 0.04; H 0.10; H 0.12; H 0.03; C -0.08; C -0.33; O -0.09; H 0.07; H 0.06; H 0.06; H 0.11; H 0.13; H 0.11; C -0.08; C -0.31; O -0.10; H 0.06; H 0.07; H 0.08; H 0.12; H 0.08; H 0.01; C -0.11; O -0.17; H 0.09; H 0.09; H 0.07; H 0.05; C -0.17; O -0.13; H 0.05; H 0.10; H 0.08; H 0.09; C -0.19; O -0.10; H 0.07; H 0.03; H 0.10; H 0.07; C -0.14; O -0.17; H 0.08; H 0.07; H 0.08; H 0.03


The following is a quantum chemistry calculation of the molecule C4H6O2 at a distorted geometry, from the Open Molecules 2025 dataset.

Element x y z (Å)
C (-0.17, 1.51, -0.20)
C (-0.42, 0.05, 0.08)
C (-1.56, -0.57, 0.02)
O (-2.61, -1.05, -0.18)
C (0.74, -0.81, 0.54)
O (1.64, -1.11, -0.48)
H (0.67, 1.60, -0.89)
H (-1.06, 1.96, -0.64)
H (0.09, 2.03, 0.72)
H (1.32, -0.30, 1.31)
H (0.20, -1.75, 0.91)
H (1.18, -1.57, -1.20)

Results
SMILES: CC(=C=O)CO
E_LUMO, Eh: 0.0246
E, a.u.: -306.446725
E_HOMO, Eh: -0.32804

Partial atomic charges computed with the Löwdin method, in multiples of e: C -0.04; C -0.28; C -0.16; O 0.17; C -0.25; O -0.05; H 0.08; H 0.08; H 0.08; H 0.13; H 0.14; H 0.10


The following is a quantum chemistry calculation of a structure of composition C35H26ClCrIP2S2, from the Open Molecules 2025 dataset.

Element x y z (Å)
Cr (0.61, 0.49, 0.44)
S (-1.83, -0.25, 0.09)
P (-0.69, -1.47, -1.01)
C (0.91, -1.31, -0.51)
P (1.57, -2.06, 0.86)
S (0.93, -1.10, 2.50)
C (3.38, -2.02, 0.75)
C (4.01, -1.59, -0.40)
C (5.40, -1.60, -0.48)
C (6.16, -2.03, 0.60)
C (5.53, -2.45, 1.76)
C (4.14, -2.44, 1.84)
C (1.26, -3.86, 1.00)
C (2.07, -4.77, 0.33)
C (1.78, -6.13, 0.38)
C (0.67, -6.58, 1.09)
C (-0.14, -5.67, 1.76)
C (0.16, -4.32, 1.71)
C (-1.39, -3.16, -1.02)
C (-2.59, -3.44, -0.37)
C (-3.11, -4.73, -0.38)
C (-2.43, -5.74, -1.04)
C (-1.22, -5.47, -1.68)
C (-0.71, -4.19, -1.67)
C (-0.82, -1.04, -2.78)
C (-1.98, -0.46, -3.28)
C (-2.07, -0.15, -4.63)
C (-1.02, -0.43, -5.49)
C (0.14, -1.02, -4.99)
C (0.24, -1.32, -3.64)
H (3.40, -1.24, -1.22)
H (5.89, -1.25, -1.38)
H (7.24, -2.03, 0.54)
H (6.12, -2.77, 2.61)
H (3.65, -2.75, 2.76)
H (2.93, -4.43, -0.22)
H (2.42, -6.84, -0.14)
H (0.45, -7.64, 1.13)
H (-1.00, -6.02, 2.31)
H (-0.47, -3.60, 2.23)
H (-3.10, -2.64, 0.16)
H (-4.04, -4.94, 0.12)
H (-2.83, -6.75, -1.04)
H (-0.68, -6.27, -2.18)
H (0.23, -3.98, -2.17)
H (-2.78, -0.21, -2.60)
H (-2.97, 0.33, -5.02)
H (-1.09, -0.18, -6.54)
H (0.97, -1.22, -5.65)
H (1.15, -1.73, -3.22)
I (-0.60, 2.42, 2.10)
C (-1.35, 3.35, 0.38)
C (-2.28, 4.33, 0.52)
C (-2.73, 5.02, -0.62)
C (-2.20, 4.73, -1.84)
C (-1.22, 3.71, -1.99)
C (-0.64, 3.44, -3.26)
C (0.32, 2.48, -3.37)
C (0.72, 1.73, -2.25)
C (0.15, 1.89, -1.00)
C (-0.79, 2.96, -0.87)
H (-2.66, 4.59, 1.50)
H (-3.47, 5.80, -0.52)
H (-2.52, 5.27, -2.73)
H (-0.97, 4.01, -4.12)
H (0.78, 2.28, -4.33)
H (1.47, 0.96, -2.38)
Cl (2.70, 1.39, 0.69)

Results
Total charge: -1
E_LUMO (spin up / spin down), Eh: 0.0933 / 0.0933
E, a.u.: -4630.907033
Spin multiplicity: 2
E_HOMO (spin up / spin down), Eh: -0.17515 / -0.16543

Partial atomic charges computed with the Löwdin method, in multiples of e: Cr -0.28; S 0.36; P 0.45; C -0.63; P 0.40; S 0.27; C -0.37; C -0.11; C -0.09; C -0.10; C -0.09; C -0.09; C -0.32; C -0.08; C -0.09; C -0.10; C -0.09; C -0.10; C -0.32; C -0.10; C -0.09; C -0.10; C -0.09; C -0.09; C -0.33; C -0.09; C -0.09; C -0.10; C -0.09; C -0.10; H 0.09; H 0.10; H 0.09; H 0.10; H 0.10; H 0.11; H 0.10; H 0.10; H 0.10; H 0.09; H 0.06; H 0.10; H 0.10; H 0.10; H 0.11; H 0.09; H 0.10; H 0.09; H 0.10; H 0.10; I 1.09; C -0.60; C -0.17; C -0.10; C -0.05; C -0.17; C -0.06; C -0.08; C -0.13; C -0.29; C -0.25; H 0.08; H 0.09; H 0.10; H 0.10; H 0.10; H 0.09; Cl 0.01


The following is a quantum chemistry calculation of a cluster of 2 separate species, H12Si5 in total at a distorted geometry, from the Open Molecules 2025 dataset.

Element x y z (Å)
Si (-3.64, -1.51, -0.09)
Si (-1.74, -0.38, 0.26)
Si (-1.38, 1.75, 0.06)
Si (0.42, 3.08, 0.03)
H (-2.87, -2.88, -0.29)
H (-4.30, -1.65, 1.21)
H (-4.71, -1.43, -1.04)
H (-1.05, -0.46, 1.69)
H (-2.42, 2.64, -0.50)
H (1.25, 2.82, -1.14)
H (0.41, 4.60, -0.02)
H (0.91, 2.70, 1.47)
Si (3.23, -1.54, 0.06)
H (3.12, -1.94, 1.53)
H (3.20, -2.83, -0.59)
H (4.30, -0.68, -0.23)
H (2.07, -0.86, -0.26)

Results
SMILES: [SiH3]/[SiH]=[SiH]/[SiH3].[SiH4]
E_LUMO, Eh: -0.0351
E, a.u.: -1454.418452
E_HOMO, Eh: -0.28389

Partial atomic charges computed with the Löwdin method, in multiples of e: Si 0.33; Si 0.12; Si 0.18; Si 0.33; H -0.09; H -0.13; H -0.14; H -0.10; H -0.17; H -0.13; H -0.11; H -0.10; Si 0.58; H -0.11; H -0.14; H -0.15; H -0.18


The following is a quantum chemistry calculation of a structure of composition C31H38N2P2V at a distorted geometry, from the Open Molecules 2025 dataset.

Element x y z (Å)
C (3.89, 0.66, -3.80)
C (2.55, 0.82, -4.11)
C (1.54, 0.45, -3.21)
C (1.93, -0.06, -1.97)
C (3.28, -0.20, -1.63)
C (4.26, 0.17, -2.56)
C (0.11, 0.76, -3.56)
C (-0.88, -0.41, -3.71)
N (-0.58, -1.56, -2.79)
V (0.26, -0.74, -0.94)
C (3.70, -0.76, -0.28)
P (2.46, -2.04, 0.17)
H (2.25, 1.20, -5.09)
H (5.31, 0.03, -2.28)
H (4.66, 0.92, -4.53)
H (3.64, 0.01, 0.51)
H (4.72, -1.17, -0.29)
H (-0.34, 1.49, -2.85)
H (0.11, 1.24, -4.54)
H (-1.90, -0.07, -3.50)
C (2.73, -2.48, 1.96)
C (2.82, -3.54, -0.81)
H (-0.87, -0.83, -4.74)
C (0.31, -2.53, -3.48)
C (-1.82, -2.27, -2.41)
H (0.66, -1.16, 0.69)
H (-0.24, -2.90, -4.37)
H (1.25, -2.06, -3.80)
H (0.56, -3.37, -2.81)
H (-2.27, -2.69, -3.33)
H (-1.60, -3.06, -1.68)
H (-2.51, -1.56, -1.93)
H (3.72, -4.09, -0.50)
H (1.95, -4.19, -0.66)
H (2.88, -3.25, -1.87)
H (3.71, -2.94, 2.16)
H (2.64, -1.57, 2.58)
H (1.94, -3.20, 2.24)
H (0.25, -1.78, 0.46)
N (-0.70, 0.52, -0.28)
P (-1.25, 1.10, 1.17)
C (-1.37, -0.25, 2.36)
C (-2.40, -1.19, 2.19)
C (-2.46, -2.32, 3.01)
C (-1.50, -2.50, 4.01)
C (-0.49, -1.55, 4.20)
C (-0.43, -0.42, 3.39)
C (-0.14, 2.38, 1.79)
C (-0.30, 2.94, 3.07)
C (0.60, 3.91, 3.52)
C (1.66, 4.32, 2.71)
C (1.80, 3.79, 1.43)
C (0.88, 2.84, 0.95)
C (-2.92, 1.76, 1.06)
C (-3.50, 1.95, -0.20)
C (-4.81, 2.42, -0.30)
C (-5.56, 2.71, 0.84)
C (-4.97, 2.54, 2.11)
C (-3.67, 2.06, 2.22)
H (-3.16, -1.04, 1.42)
H (-3.24, -3.06, 2.85)
H (-1.53, -3.39, 4.63)
H (0.26, -1.69, 4.98)
H (0.34, 0.33, 3.55)
H (-1.13, 2.63, 3.71)
H (0.47, 4.34, 4.51)
H (2.37, 5.06, 3.07)
H (2.62, 4.10, 0.79)
H (0.97, 2.44, -0.06)
H (-2.91, 1.72, -1.10)
H (-5.26, 2.55, -1.29)
H (-6.58, 3.08, 0.76)
H (-5.55, 2.77, 3.00)
H (-3.23, 1.91, 3.21)

Results
Total charge: +2
E_LUMO (spin up / spin down), Eh: -0.2475 / -0.2626
E, a.u.: -2939.693307
Spin multiplicity: 2
E_HOMO (spin up / spin down), Eh: -0.52398 / -0.52507

Partial atomic charges computed with the Löwdin method, in multiples of e: C -0.03; C -0.02; C -0.26; C -0.15; C -0.30; C -0.02; C -0.13; C -0.15; N -0.36; V 0.72; C -0.27; P 0.89; H 0.13; H 0.13; H 0.13; H 0.10; H 0.11; H 0.11; H 0.12; H 0.13; C -0.21; C -0.21; H 0.14; C -0.05; C -0.06; H 0.02; H 0.11; H 0.10; H 0.09; H 0.12; H 0.10; H 0.09; H 0.07; H 0.05; H 0.05; H 0.07; H 0.05; H 0.06; H 0.05; N -0.27; P 0.92; C -0.33; C -0.08; C -0.05; C -0.04; C -0.06; C -0.09; C -0.30; C -0.07; C -0.05; C -0.05; C -0.05; C -0.08; C -0.30; C -0.08; C -0.06; C -0.04; C -0.05; C -0.07; H 0.12; H 0.12; H 0.12; H 0.12; H 0.11; H 0.10; H 0.12; H 0.12; H 0.11; H 0.09; H 0.09; H 0.12; H 0.12; H 0.12; H 0.11


The following is a quantum chemistry calculation of a cluster of 2 separate species, C10H10N2O2 in total at a distorted geometry, from the Open Molecules 2025 dataset.

Element x y z (Å)
O (-0.55, -3.25, 1.13)
C (0.54, -3.29, 0.59)
C (1.30, -2.10, 0.15)
C (2.40, -2.33, -0.57)
N (2.94, -3.56, -0.84)
C (2.34, -4.74, -0.55)
O (2.55, -5.85, -1.01)
N (1.26, -4.45, 0.34)
H (1.08, -1.08, 0.25)
H (2.97, -1.50, -1.06)
H (3.75, -3.88, -1.42)
H (0.72, -5.28, 0.42)
C (-2.79, 3.38, 1.12)
C (-3.15, 3.90, -0.14)
C (-2.04, 4.18, -0.97)
C (-0.76, 3.51, -0.79)
C (-0.50, 3.04, 0.47)
C (-1.40, 2.93, 1.45)
H (-3.50, 3.01, 1.98)
H (-4.23, 4.16, -0.07)
H (-2.26, 4.32, -2.03)
H (-0.04, 3.41, -1.56)
H (0.46, 2.77, 0.71)
H (-1.08, 2.69, 2.40)

Results
SMILES: O=c1cc[nH]c(=O)[nH]1.c1ccccc1
E_LUMO, Eh: 0.0145
E, a.u.: -647.005820
E_HOMO, Eh: -0.33223

Partial atomic charges computed with the Löwdin method, in multiples of e: O 0.07; C -0.46; C 0.02; C -0.10; N 0.10; C -0.49; O 0.08; N 0.19; H 0.10; H 0.15; H 0.19; H 0.15; C -0.08; C -0.10; C -0.07; C -0.06; C -0.16; C -0.07; H 0.12; H 0.11; H 0.09; H 0.09; H 0.07; H 0.08